Entry 1:
21
Properties=species:S:1:pos:R:3:forces:R:3 method="wB97M-V/def2-TZVPD" smiles="C=C/C(C)=C/CNN=C" homo_ev=-8.4 de_lowest_ev=3.7033
C 1.646429 -1.843166 -0.237964 1.200 0.131 0.317
C 1.225958 -0.426946 0.054548 -1.944 1.138 0.944
C 2.178950 0.712457 0.015522 4.403 -0.491 -2.180
C 2.079569 2.022971 -0.281662 0.512 -0.147 -0.529
C -0.022992 -0.032751 0.405960 0.119 -0.281 -0.080
C -1.295321 -0.884958 0.573728 0.449 -0.423 -0.382
C -2.960328 1.136290 0.266781 0.256 0.879 -1.164
H 2.187225 -2.197402 0.667863 -0.530 -0.231 -0.458
H 2.423393 -1.886702 -1.021339 -0.405 0.208 0.117
H 0.838339 -2.526584 -0.541871 0.233 0.408 0.413
H 3.350518 0.430886 -0.136124 -2.857 -0.014 0.417
H 1.176091 2.616312 -0.218256 -0.198 -0.129 -0.231
H 2.957488 2.523854 -0.796032 -1.006 -0.469 1.416
H -0.068050 1.058660 0.552769 -0.585 -0.680 0.134
H -1.936664 -0.466786 1.377490 0.951 -1.018 -0.099
H -0.999778 -1.959735 0.764143 -0.626 1.194 -0.169
H -1.778249 -1.084644 -1.438105 0.606 -0.538 -1.434
H -3.443919 2.072854 0.084540 -0.470 0.341 -0.445
H -2.578201 1.140395 1.300575 -0.095 -0.809 -0.601
N -2.212427 -0.800044 -0.609918 1.245 -0.713 2.143
N -2.768034 0.395031 -0.782648 -1.261 1.644 1.872



Entry 2:
25
Properties=species:S:1:pos:R:3:forces:R:3 method="wB97M-V/def2-TZVPD" homo_ev=-8.6 de_lowest_ev=5.3374
C -0.447356 2.577262 -0.779862 -3.647 0.308 -0.451
C 0.975830 2.576030 -0.449689 -2.341 -3.695 -0.994
C -0.555632 0.273420 1.216140 0.631 -2.382 0.195
C -1.586738 0.599936 0.201338 -1.390 0.767 1.231
C -0.700200 -0.605776 0.262743 -0.119 1.458 1.619
C -0.046057 0.404490 2.615597 -0.693 -0.963 -0.656
C -0.338023 -1.286342 -1.905717 -0.919 -1.486 1.765
C 1.161962 -2.215784 0.019129 -2.699 -3.366 -1.882
C -0.362842 -1.839636 -0.428124 3.729 1.849 -1.104
N -1.488946 1.819850 -0.600025 1.242 0.018 -0.149
N 1.731238 1.594292 -0.587287 0.906 -3.623 -0.464
H -0.770601 3.508083 -1.329187 0.641 -0.668 0.403
H 1.364584 3.470906 -0.232418 1.657 3.503 0.953
H 1.263755 0.613063 -0.857811 0.794 3.181 0.789
H -2.658670 0.392212 0.568341 1.257 0.814 -1.127
H -0.597633 1.181235 3.056262 -0.364 1.247 0.981
H 1.003943 0.570826 2.668203 0.855 0.444 -0.080
H -0.237284 -0.507613 3.204081 -0.062 0.167 -0.397
H -1.164384 -0.631801 -1.906869 -0.826 0.933 -0.748
H -0.507455 -2.035675 -2.623155 0.084 -1.076 -1.044
H 0.557094 -0.769466 -2.087409 1.176 0.685 -0.376
H 1.531577 -1.505449 0.659841 1.132 1.872 1.136
H 1.695261 -2.366314 -0.929547 0.329 0.372 0.557
H 1.230364 -3.205507 0.548310 -0.284 0.858 -0.395
H -1.053789 -2.612240 -0.302886 -1.090 -1.216 0.239



Gap between HOMO and LUMO in eV, matching the order above: 9.2, 9.1